Here is 10 unconnected molecules or ions with the total composition C49H73ClIN9O2 from the Open Molecules 2025 dataset. Energies are from the ωB97M-V functional and the def2-TZVPD basis.

Its multiplicity is 1. Its SMILES is O=C1C=CC(=O)c2c(CCCCl)cc(I)cc21.CCCC#N.CCCC#N.CCCC#N.CCCC#N.CCCC#N.CCCC#N.CCCC#N.CCCC#N.CCCC#N. The value obtained for the highest occupied orbital energy is -8.8 eV. Its net charge is 0. The value obtained for the LUMO energy is -0.91 eV.

Each line ends with the Mulliken charge.
Geometry (Å):
O  5.24249  -4.29320  2.62853  -0.6182
C  4.98415  -3.18587  2.21059  -0.2823
C  5.88951  -2.02981  2.40241  -0.5559
C  5.37473  -0.80402  2.46131  -0.6034
C  3.90291  -0.58540  2.36532  0.5358
O  3.40824  0.38447  2.90000  -0.6194
C  3.14817  -1.60334  1.58641  0.2099
C  1.92826  -1.34780  0.94799  0.6380
C  1.18166  -0.04146  1.03703  -1.2162
C  0.45653  0.13646  2.37684  -0.7084
C  -0.86472  -0.60821  2.46113  -0.0789
Cl  -0.65354  -2.31945  2.95945  -0.1754
C  1.35953  -2.35834  0.17662  -0.1425
C  1.94328  -3.61006  0.07296  -0.9970
I  1.02984  -5.05537  -1.10633  0.1339
C  3.11680  -3.89235  0.75302  -0.4024
C  3.71644  -2.88463  1.48832  0.8074
H  6.95484  -2.20218  2.47227  0.4551
H  5.99491  0.07256  2.59161  0.4617
H  1.89002  0.77262  0.88967  0.5298
H  0.44866  -0.02397  0.23157  0.3636
H  1.08320  -0.25216  3.17624  0.4059
H  0.28442  1.19369  2.57792  0.3717
H  -1.47679  -0.17555  3.24487  0.5586
H  -1.41987  -0.58761  1.52876  -0.2977
H  0.43505  -2.16167  -0.34987  0.4323
H  3.58594  -4.86373  0.70739  0.6820
C  0.95646  -8.07338  3.63977  -1.3936
C  1.29767  -6.75305  2.95947  -0.2727
C  0.20393  -5.69402  3.12840  0.6630
C  -1.03750  -6.06615  2.45059  0.2370
N  -1.98552  -6.35839  1.87243  -0.5496
H  0.06964  -8.52947  3.19676  0.3403
H  1.78002  -8.78016  3.53943  0.3870
H  0.76790  -7.92774  4.70514  0.3345
H  1.47952  -6.92015  1.89577  0.1828
H  2.22231  -6.35310  3.37993  0.3481
H  0.54350  -4.74211  2.71367  -0.6660
H  -0.00530  -5.52515  4.18656  0.4177
C  5.04240  -2.98580  5.81151  -0.7913
C  4.02962  -1.97020  6.32938  -0.1047
C  4.23774  -1.61404  7.80467  -0.6327
C  4.00234  -2.75479  8.68880  0.2340
N  3.80595  -3.65196  9.37723  -0.4324
H  4.94927  -3.94241  6.32761  0.4023
H  4.88339  -3.16400  4.75263  -0.0997
H  6.06423  -2.62338  5.94445  0.3221
H  3.01752  -2.35293  6.18487  0.3020
H  4.10518  -1.04964  5.74601  0.1393
H  3.56035  -0.81009  8.09702  0.3448
H  5.25368  -1.24835  7.96481  0.3107
C  -3.29032  -2.48298  0.18210  -1.2515
C  -4.60715  -1.78849  -0.15029  0.2440
C  -4.52470  -0.26305  -0.03400  -0.0794
C  -4.28612  0.17017  1.34186  0.1302
N  -4.07731  0.49826  2.42245  -0.6106
H  -3.00121  -2.31694  1.22113  0.1872
H  -3.37298  -3.55954  0.03538  0.4411
H  -2.48444  -2.12043  -0.46136  0.2903
H  -5.39827  -2.16273  0.50127  0.3180
H  -4.89515  -2.03320  -1.17457  -0.2581
H  -5.45233  0.19398  -0.38455  0.3980
H  -3.71892  0.11667  -0.66799  0.1951
C  -0.59917  4.86647  1.18854  -1.2320
C  -1.90814  4.82173  0.40864  -0.4796
C  -2.47359  3.40524  0.26831  -0.1093
C  -1.63749  2.52050  -0.53923  0.2683
N  -0.98012  1.82193  -1.17134  -0.5931
H  0.19138  4.31993  0.67291  0.3242
H  -0.25941  5.88792  1.31434  0.3845
H  -0.72845  4.42754  2.18118  0.3575
H  -1.76235  5.25633  -0.58250  0.1283
H  -2.65671  5.43201  0.91701  0.3445
H  -3.45739  3.45166  -0.20455  0.3531
H  -2.61880  2.94913  1.25024  0.2253
C  -1.01483  8.27021  -2.26646  -0.7006
C  -0.10097  9.37052  -1.74108  -0.5753
C  1.34419  8.90427  -1.55239  -0.1335
C  1.47469  7.88862  -0.50767  0.2520
N  1.57166  7.09787  0.31969  -0.4706
H  -1.09136  7.44619  -1.55489  -0.1073
H  -2.01988  8.65520  -2.43863  0.3723
H  -0.64240  7.87037  -3.21127  0.3317
H  -0.49005  9.75287  -0.79535  0.3353
H  -0.09069  10.20432  -2.44405  0.3481
H  1.97244  9.75272  -1.28566  0.0291
H  1.73666  8.50756  -2.48947  0.3261
C  5.32405  -4.92064  -5.76028  -1.1219
C  3.87041  -4.51650  -5.54503  -0.4114
C  3.70908  -3.41927  -4.48824  -0.3955
C  4.09982  -3.87684  -3.15721  0.2194
N  4.38441  -4.26496  -2.11546  -0.3796
H  5.75296  -5.35280  -4.85510  0.3336
H  5.40163  -5.66440  -6.55290  0.3286
H  5.93161  -4.06029  -6.04728  0.2985
H  3.28272  -5.38936  -5.25639  0.2920
H  3.45113  -4.14735  -6.48247  0.3145
H  2.66932  -3.09000  -4.44217  0.2417
H  4.30844  -2.54604  -4.75230  0.3084
C  5.79480  9.80001  -1.53279  -1.0775
C  6.03321  11.10448  -2.28467  -0.3853
C  4.83190  12.05349  -2.21717  -0.4384
C  3.66272  11.50604  -2.90247  0.2673
N  2.75106  11.07436  -3.45056  -0.4501
H  4.97646  9.22993  -1.97609  0.2674
H  6.68573  9.17382  -1.55902  0.3412
H  5.54956  9.98871  -0.48600  0.3121
H  6.27343  10.89231  -3.32760  0.2950
H  6.89543  11.61987  -1.85892  0.3101
H  5.07839  13.01283  -2.67450  0.3070
H  4.56821  12.25531  -1.17725  0.2873
C  -8.74754  -5.84376  -0.25260  -1.1921
C  -8.27152  -5.54635  -1.66964  -0.6645
C  -7.17843  -4.47304  -1.71593  0.0468
C  -7.66531  -3.16423  -1.28578  0.2687
N  -8.04573  -2.13323  -0.95149  -0.5849
H  -9.21297  -4.96770  0.20168  0.3342
H  -9.48401  -6.64682  -0.25648  0.3551
H  -7.91607  -6.15458  0.38213  0.3078
H  -9.11705  -5.23552  -2.28613  0.3240
H  -7.86839  -6.45587  -2.11731  0.3716
H  -6.79402  -4.37488  -2.73283  0.2077
H  -6.33537  -4.76567  -1.08698  0.2779
C  -5.88794  0.87195  -4.36911  -1.1441
C  -6.65929  -0.11593  -5.23688  -0.5767
C  -6.88429  -1.46086  -4.53817  -0.1118
C  -5.63493  -2.17924  -4.29457  0.1746
N  -4.65288  -2.74084  -4.09660  -0.5008
H  -4.88181  0.50834  -4.15315  0.3595
H  -5.79214  1.83284  -4.87404  0.3527
H  -6.40147  1.04040  -3.42038  0.2760
H  -6.13026  -0.27356  -6.17819  0.3171
H  -7.63554  0.30246  -5.48635  0.3386
H  -7.53100  -2.09236  -5.15022  0.3362
H  -7.39787  -1.31026  -3.58566  0.1677